# C20H29MoN2S2Si

A molecular structure, C20H29MoN2S2Si at a distorted geometry (ωB97M-V/def2-TZVPD, the Open Molecules 2025 dataset).

Summary:
**Gap between HOMO and LUMO (spin up / spin down)**: 0.252 / 0.243 hartree

Structure (ORCA input):
```
! wB97M-V def2-TZVPD RIJCOSX def2/J DEFGRID3
* xyz 1 3
Mo 0.438 -0.141 0.514
S -0.234 -0.046 2.812
S 0.740 -0.395 -1.869
Si 4.122 -0.024 -0.229
N -1.171 1.422 0.313
N -1.333 -1.513 0.021
C 4.287 1.704 -0.903
C -2.472 -2.836 -1.750
C -3.002 3.565 2.795
C -2.513 -0.636 0.319
C -1.449 -1.968 -1.379
C -2.305 0.702 -0.352
C 4.143 -1.336 -1.546
C 2.371 -0.085 0.544
C -1.765 1.888 3.989
C 5.320 -0.375 1.154
C -2.590 -3.242 -3.066
C -2.613 2.978 3.992
C -1.654 1.977 1.596
C -1.315 -2.695 0.927
C -1.278 1.373 2.787
C -0.656 2.510 -0.564
C -0.555 -1.489 -2.321
C -0.682 -1.904 -3.648
C -1.688 -2.775 -4.015
C -2.526 3.061 1.597
H -1.772 -3.091 -5.046
H 2.107 0.768 1.248
H 0.018 -1.539 -4.387
H -1.471 1.423 4.920
H 6.345 -0.334 0.780
H 3.375 -1.154 -2.297
H -3.381 -3.921 -3.352
H -2.978 3.369 4.932
H 0.187 2.988 -0.066
H -2.224 -3.284 0.813
H 5.260 1.832 -1.380
H -2.048 0.567 -1.404
H 5.166 -1.368 1.577
H -0.335 2.074 -1.505
H 5.234 0.356 1.960
H 2.123 -1.082 1.058
H 5.113 -1.352 -2.046
H -3.676 4.410 2.792
H -2.847 3.517 0.671
H 3.975 -2.330 -1.126
H -0.461 -3.317 0.663
H 4.211 2.455 -0.114
H -2.595 -0.527 1.400
H -3.184 -3.200 -1.022
H -1.235 -2.353 1.955
H -3.419 -1.115 -0.055
H -1.422 3.260 -0.750
H 3.524 1.914 -1.655
H -3.206 1.315 -0.285
*
```